C44H54N8SSeTa | ωB97M-V/def2-TZVPD

The geometry in XYZ format:
```
109
Properties=species:S:1:pos:R:3
Ta 13.20 13.56 7.24
C 8.01 16.46 9.43
C 9.18 16.34 10.35
C 10.49 16.16 9.59
C 11.35 17.13 9.16
C 11.24 18.61 9.17
C 10.81 19.24 7.78
C 12.48 16.39 8.62
C 13.67 17.04 8.28
C 14.82 16.34 7.91
C 16.11 17.01 7.65
C 16.49 18.45 7.76
C 16.20 19.19 6.41
C 16.93 15.99 7.33
C 16.23 14.74 7.43
C 16.75 13.47 7.40
C 16.08 12.28 7.63
N 14.70 12.04 7.56
C 14.56 10.71 7.82
C 13.39 10.10 8.12
C 12.23 10.77 8.47
N 12.12 12.20 8.57
C 10.88 12.48 9.06
C 10.39 13.74 9.45
C 11.03 14.92 9.21
N 12.28 15.05 8.62
C 10.17 11.25 9.19
C 11.00 10.21 8.88
C 10.56 8.78 8.83
C 10.05 8.42 7.44
C 8.83 11.07 9.76
C 8.74 10.64 11.23
C 15.85 10.05 8.04
C 16.76 11.06 8.01
C 18.23 10.95 8.24
C 18.50 11.00 9.76
C 16.12 8.57 8.23
C 16.06 7.86 6.89
N 14.91 15.03 7.69
C 18.37 16.09 6.97
C 19.33 16.11 8.19
H 7.10 16.76 9.99
H 7.80 15.46 8.94
H 8.11 17.19 8.64
H 9.16 15.60 11.11
H 9.29 17.23 10.94
H 12.23 19.10 9.47
H 10.50 18.88 9.96
H 11.41 18.81 6.95
H 10.86 20.27 7.71
H 9.83 18.92 7.49
H 13.76 18.09 8.37
H 17.53 18.43 8.04
H 16.00 18.92 8.55
H 16.83 18.81 5.57
H 16.38 20.26 6.47
H 15.16 19.02 6.10
H 17.82 13.40 7.26
H 13.44 9.03 8.27
H 9.36 13.81 9.80
H 9.78 8.61 9.58
H 11.37 8.13 9.13
H 9.12 8.88 7.16
H 9.92 7.35 7.33
H 10.74 8.73 6.62
H 8.33 10.24 9.20
H 8.23 11.95 9.62
H 9.27 9.69 11.57
H 7.70 10.50 11.55
H 9.10 11.46 11.89
H 18.85 11.68 7.74
H 18.65 10.02 7.80
H 18.11 11.89 10.19
H 19.56 10.94 9.97
H 18.02 10.16 10.27
H 15.40 8.05 8.91
H 17.16 8.57 8.68
H 15.08 8.04 6.43
H 16.25 6.79 6.98
H 16.81 8.21 6.19
H 18.41 16.94 6.35
H 18.69 15.29 6.28
H 19.03 16.77 8.98
H 20.35 16.34 7.85
H 19.32 15.04 8.49
C 9.93 14.96 6.44
C 11.13 14.10 6.24
N 12.29 14.79 5.94
N 12.30 15.83 5.09
C 13.41 16.47 4.68
N 13.27 17.76 4.31
S 14.93 15.70 4.68
C 11.07 12.81 5.62
C 9.98 12.16 5.04
C 10.17 10.95 4.47
C 11.44 10.37 4.47
C 12.47 11.02 5.04
N 12.29 12.20 5.66
H 10.26 15.88 6.91
H 9.54 15.22 5.45
H 9.15 14.53 7.04
H 11.43 16.33 4.99
H 12.35 18.23 4.38
H 14.11 18.21 3.97
H 9.03 12.61 5.07
H 9.31 10.39 4.05
H 11.57 9.42 3.98
H 13.42 10.56 5.14
Se 14.66 13.54 4.82
```

Properties
orbital gap (spin up / spin down)	5.7215 / 5.7209	eV
net charge	+1
total energy	-136156.0832	eV
LUMO level (spin up / spin down)	-0.1289 / -0.1289	Ha
multiplicity	1